[1]
# C3H7N6

A 2-piece molecular cluster, C3H7N6 overall at a distorted geometry (ωB97M-V/def2-TZVPD, OMol25).

Summary:
HOMO	-13.76	eV
relative energy (zero: lowest compared OMol25 entry of this formula, charge and spin)	150.20	kJ/mol

```
! wB97M-V def2-TZVPD RIJCOSX def2/J DEFGRID3
* xyz 1 1
C 2.296 1.485 -0.265
C 0.296 1.904 0.357
C -1.254 -1.693 -0.743
N 1.554 2.417 0.325
N 1.597 0.393 -0.476
N -0.321 -1.589 -1.663
N 0.300 0.703 -0.155
N -1.589 -1.935 0.335
N -2.151 -2.056 1.463
H 3.356 1.559 -0.396
H 0.203 -0.713 -1.322
H -3.025 -1.564 1.708
H 1.881 3.197 0.727
H -0.506 2.475 0.636
H -1.965 -2.863 2.042
H -0.671 -1.719 -2.575
*
```

---

[2]
# C3H7N6

An isolated ion of composition C3H7N6 and charge +1 at a distorted geometry (ωB97M-V/def2-TZVPD, OMol25).

Summary:
HOMO (alpha / beta)	-12.78 / -12.78	eV
relative energy (zero: lowest compared OMol25 entry of this formula, charge and spin)	265.56	kJ/mol

```
! wB97M-V def2-TZVPD RIJCOSX def2/J DEFGRID3
* xyz 1 1
C -2.261 0.635 0.611
C -0.094 0.904 -0.504
C 1.919 -0.234 -0.007
N -1.065 0.777 0.135
N -2.768 -1.188 -0.705
N -3.118 -0.267 0.085
N 3.242 0.046 0.048
N 1.205 -1.154 0.565
N 1.109 0.689 -0.848
H -2.688 1.506 1.136
H -4.060 -0.264 0.400
H 3.879 -0.608 0.566
H 3.279 1.007 -0.269
H 1.599 -1.842 1.145
H -1.689 -1.305 -0.821
H 1.510 1.298 -1.537
*
```

---

[3]
# C3H7NO

A 2-piece molecular cluster, C3H7NO overall at a distorted geometry (ωB97M-V/def2-TZVPD, OMol25).

Summary:
HOMO	-9.74	eV
relative energy (zero: lowest compared OMol25 entry of this formula, charge and spin)	159.40	kJ/mol
SMILES	NC=O.C=C

```
! wB97M-V def2-TZVPD RIJCOSX def2/J DEFGRID3
* xyz 0 1
N -1.016 1.907 1.127
C -0.857 0.576 1.160
O 0.018 0.011 1.809
H -1.783 2.348 0.650
H -0.320 2.490 1.565
H -1.644 0.031 0.614
C 1.297 -1.169 -0.615
C 0.581 -1.251 -1.723
H 2.305 -1.564 -0.593
H 0.882 -0.834 0.417
H 0.961 -1.693 -2.635
H -0.424 -0.851 -1.774
*
```

---

[4]
# C3H7NO

C3H7NO as an isolated structure (ωB97M-V/def2-TZVPD, OMol25).

Summary:
HOMO	-6.77	eV
relative energy (zero: lowest compared OMol25 entry of this formula, charge and spin)	474.22	kJ/mol

```
! wB97M-V def2-TZVPD RIJCOSX def2/J DEFGRID3
* xyz 0 1
C -0.924 0.971 1.043
C -0.467 -0.992 -0.363
N 0.866 -0.660 -0.464
C 1.425 -0.019 0.557
O 0.674 0.199 1.564
H -1.811 0.394 1.283
H -0.984 1.455 0.071
H -0.678 1.682 1.827
H -0.917 -1.323 -1.294
H -0.726 -1.545 0.532
H 1.332 -0.651 -1.362
H 2.419 0.415 0.439
*
```